{"formula": "C35H55NO17V", "method": "ωB97M-V/def2-TZVPD", "elements": ["O", "V", "C", "C", "C", "C", "N", "C", "C", "C", "C", "C", "H", "H", "H", "H", "H", "H", "H", "H", "H", "H", "H", "H", "H", "H", "H", "H", "H", "H", "H", "H", "C", "C", "C", "O", "C", "C", "C", "O", "O", "O", "H", "H", "C", "C", "C", "O", "C", "C", "C", "O", "O", "O", "H", "H", "C", "C", "O", "O", "H", "H", "H", "C", "O", "C", "C", "O", "C", "C", "O", "C", "H", "H", "H", "H", "H", "H", "H", "H", "H", "H", "H", "H", "H", "H", "C", "O", "C", "C", "O", "C", "C", "O", "C", "H", "H", "H", "H", "H", "H", "H", "H", "H", "H", "H", "H", "H", "H"], "xyz": [[-0.0400, -0.6120, 0.3960], [1.1594, -0.8002, -0.7468], [-3.2850, 5.8363, -6.2092], [-3.7813, 4.7913, -5.2354], [-2.5660, 4.1042, -4.5696], [-1.9164, 4.8923, -3.2823], [-0.8406, 3.9962, -2.4934], [-1.3980, 2.7874, -1.6671], [-1.0834, 3.0344, -0.2085], [-0.6725, 4.4808, -0.1812], [-0.1061, 4.9012, -1.4808], [0.1286, 3.4237, -3.5019], [-2.7636, 6.7578, -5.9501], [-4.1874, 6.0610, -6.7777], [-2.5678, 5.3828, -6.8933], [-4.2303, 3.9365, -5.7412], [-4.6955, 5.0073, -4.6826], [-1.7946, 3.9730, -5.3285], [-2.9259, 3.1430, -4.2027], [-2.6415, 4.9559, -2.4709], [-1.3912, 5.8202, -3.5086], [-1.0112, 1.8372, -2.0353], [-2.4842, 2.7046, -1.6302], [-0.2820, 2.3162, -0.0351], [-1.8210, 2.8250, 0.5662], [-0.0359, 4.6183, 0.6928], [-1.5726, 5.0663, 0.0063], [0.9235, 4.5434, -1.4818], [-0.1095, 5.9603, -1.7383], [-0.3735, 2.7095, -4.1546], [1.0465, 3.0812, -3.0240], [0.1997, 4.2633, -4.1932], [3.2303, 3.0675, -0.7453], [4.4673, 3.3211, -0.1439], [5.1394, 2.3770, 0.7751], [6.2251, 2.6896, 1.3958], [4.6008, 1.1781, 1.1574], [3.3059, 0.8281, 0.5454], [2.6334, 1.7841, -0.5351], [1.5575, 1.3787, -1.0579], [2.6210, -0.1539, 0.7421], [4.9653, 4.4793, -0.6015], [2.8478, 3.7517, -1.4883], [4.9983, 0.6202, 1.9923], [2.9747, -0.9618, -4.6314], [2.4541, -0.7005, -5.8721], [1.0025, -0.2096, -5.9954], [0.6184, 0.2906, -7.1143], [0.1857, -0.0914, -4.8901], [0.6080, -0.6211, -3.5682], [2.1356, -0.9978, -3.4322], [2.5753, -1.3112, -2.3209], [-0.0620, -0.6497, -2.5596], [3.2862, -0.8760, -6.8682], [3.9711, -1.3772, -4.5985], [-0.8181, 0.3065, -4.9119], [1.4059, -5.1882, -0.5969], [1.2932, -3.6166, -0.5077], [2.1135, -2.9084, 0.0657], [0.2603, -3.0650, -0.9759], [1.1068, -5.4014, -1.6232], [0.6220, -5.5545, 0.0661], [2.3433, -5.6502, -0.2874], [4.0363, -6.4280, 5.8714], [3.6945, -6.1159, 4.5547], [2.4246, -6.5195, 4.1444], [1.5612, -5.4273, 3.5902], [1.1508, -4.5117, 4.5818], [0.6844, -3.2367, 4.2818], [-0.5796, -3.2577, 3.3513], [-1.8820, -3.2449, 3.9579], [-2.2008, -4.5519, 4.4701], [4.9475, -5.8611, 6.0623], [4.5029, -7.4040, 6.0046], [3.2886, -6.1443, 6.6121], [1.8895, -7.0634, 4.9228], [2.6246, -7.2669, 3.3766], [0.6130, -5.8715, 3.2876], [1.9816, -4.9048, 2.7309], [1.5760, -2.7259, 3.9181], [0.6014, -2.7284, 5.2424], [-0.4610, -4.0528, 2.6151], [-0.5471, -2.3855, 2.6984], [-3.2066, -4.5812, 4.8892], [-1.4059, -4.8092, 5.1701], [-2.2100, -5.3386, 3.7157], [1.1041, 1.1748, 3.5834], [-0.2597, 1.6858, 3.1678], [-1.4065, 1.5558, 4.0558], [-2.3070, 0.2895, 3.8150], [-2.8565, 0.5193, 2.5183], [-3.7741, -0.4879, 2.1522], [-4.3951, -0.1800, 0.7243], [-3.4604, -0.1009, -0.3593], [-3.0305, -1.3892, -0.8467], [1.5162, 1.5497, 4.5203], [1.8399, 1.4081, 2.8138], [1.0725, 0.0925, 3.7082], [-2.0194, 2.4306, 3.8388], [-1.0309, 1.6083, 5.0777], [-3.1187, 0.1849, 4.5349], [-1.7895, -0.6654, 3.9072], [-4.6146, -0.7516, 2.7941], [-3.2857, -1.4583, 2.0633], [-5.0133, 0.7069, 0.8630], [-5.0559, -0.9863, 0.4059], [-3.4579, -1.6593, -1.8123], [-3.3281, -2.1886, -0.1681], [-1.9626, -1.4439, -1.0582]], "max_force_ev_per_a": 7.38, "homo_lumo_gap_ha": [0.1972, 0.1291], "s2": 2.14, "multiplicity": 3, "e_lumo_ha": [0.0329, -0.0350], "total_charge": -1}



{"formula": "C35H56Br43FN3O3", "method": "ωB97M-V/def2-TZVPD", "elements": ["C", "C", "C", "C", "C", "C", "C", "C", "C", "C", "C", "C", "C", "C", "C", "F", "N", "C", "N", "C", "Br", "N", "C", "O", "C", "O", "C", "C", "O", "H", "H", "H", "H", "H", "H", "H", "H", "H", "H", "H", "H", "H", "H", "H", "H", "H", "H", "H", "H", "H", "H", "H", "H", "H", "H", "H", "H", "H", "H", "H", "H", "H", "H", "H", "H", "H", "H", "H", "H", "H", "H", "C", "Br", "Br", "Br", "H", "C", "Br", "Br", "Br", "H", "C", "Br", "Br", "Br", "H", "C", "Br", "Br", "Br", "H", "C", "Br", "Br", "Br", "H", "C", "Br", "Br", "Br", "H", "C", "Br", "Br", "Br", "H", "C", "Br", "Br", "Br", "H", "C", "Br", "Br", "Br", "H", "C", "Br", "Br", "Br", "H", "C", "Br", "Br", "Br", "H", "C", "Br", "Br", "Br", "H", "C", "Br", "Br", "Br", "H", "C", "Br", "Br", "Br", "H"], "xyz": [[10.0904, 1.7918, -4.7876], [8.5648, 1.8328, -4.6974], [8.0441, 3.0651, -3.9592], [6.5093, 3.0877, -3.8755], [5.8685, 4.1181, -4.8144], [4.4578, 3.7875, -5.2988], [3.4595, 3.4588, -4.1851], [2.2387, 2.6377, -4.6187], [2.3066, 1.1077, -4.3492], [2.1844, 0.9247, -2.8303], [3.1754, -0.0132, -2.1194], [2.6593, -0.4030, -0.7331], [2.4406, 0.7920, 0.2048], [0.9711, 1.2174, 0.3790], [3.5288, 0.5782, -5.0778], [3.7522, -0.7383, -4.8396], [3.0940, 0.6325, -6.4797], [1.7387, 0.4802, -6.4418], [1.0163, 0.3438, -7.5267], [-0.4445, 0.2511, -7.5092], [1.8494, 0.2559, -9.1647], [1.2090, 0.5024, -5.1862], [0.4691, -0.7122, -4.7919], [1.0753, -1.8624, -5.2953], [1.3588, -2.8474, -4.3007], [2.2998, -3.7046, -4.8242], [3.2622, -4.2215, -3.9084], [4.6856, -3.8045, -4.2345], [5.1297, -2.9303, -3.1931], [10.4356, 1.2961, -5.6925], [10.5124, 1.2702, -3.9299], [10.4947, 2.8048, -4.7855], [8.1158, 1.8152, -5.6964], [8.2015, 0.9467, -4.1708], [8.4389, 3.0137, -2.9421], [8.4274, 3.9659, -4.4396], [6.2228, 3.3244, -2.8492], [6.1347, 2.0755, -4.0578], [6.5205, 4.2362, -5.6833], [5.8640, 5.0849, -4.3063], [4.0801, 4.6762, -5.8135], [4.5121, 3.0092, -6.0674], [3.9463, 3.0034, -3.3191], [3.0711, 4.4113, -3.8241], [1.3784, 2.9821, -4.0433], [2.0029, 2.8722, -5.6603], [2.2657, 1.9037, -2.3602], [1.1786, 0.5787, -2.5806], [3.3346, -0.9243, -2.6847], [4.1429, 0.4871, -2.0162], [1.7319, -0.9672, -0.8790], [3.3794, -1.1024, -0.3055], [2.8109, 0.5017, 1.1877], [3.0418, 1.6369, -0.1351], [0.2867, 0.4815, -0.0466], [0.7568, 2.1749, -0.0972], [0.7123, 1.3138, 1.4310], [4.4731, 1.0900, -4.9427], [3.4019, 1.4408, -7.0094], [-0.8384, 0.8564, -6.6984], [-0.8338, 0.5705, -8.4670], [-0.7224, -0.7949, -7.3690], [0.3599, -0.7358, -3.7098], [-0.5343, -0.6373, -5.2118], [0.4134, -3.3579, -4.0950], [1.7148, -2.3570, -3.3863], [3.0528, -3.9198, -2.8789], [3.1803, -5.3078, -3.9437], [5.3227, -4.6908, -4.2602], [4.7112, -3.3090, -5.2065], [6.0546, -2.7420, -3.3343], [-2.8121, -1.3911, 3.8387], [-2.8516, 0.0659, 5.0866], [-3.6989, -0.9477, 2.1941], [-1.0175, -2.0303, 3.5537], [-3.3653, -2.2065, 4.2826], [-1.6260, -4.4765, -1.3369], [-2.9969, -5.8149, -1.4375], [-1.8702, -3.1296, -2.6999], [-1.5169, -3.6783, 0.3980], [-0.6819, -4.9619, -1.5392], [-4.8303, -4.4713, 6.4084], [-5.9490, -6.0225, 6.3310], [-3.2198, -4.7119, 5.3796], [-5.7808, -2.8793, 5.8796], [-4.5316, -4.3356, 7.4380], [-7.5681, 1.1871, 3.0662], [-6.2935, 2.2780, 2.1282], [-6.6965, -0.1714, 4.1061], [-8.7193, 2.2349, 4.1874], [-8.1757, 0.7004, 2.3176], [2.9442, -3.2029, 4.7898], [1.5685, -4.5428, 4.7529], [2.6905, -1.8966, 3.3935], [3.0925, -2.3679, 6.5091], [3.8800, -3.7044, 4.5903], [-5.2646, 1.4745, 9.1162], [-6.1659, 3.1158, 8.6774], [-5.8002, 0.0219, 7.9762], [-3.3549, 1.6956, 9.1004], [-5.5521, 1.2162, 10.1249], [-6.6413, 5.0152, 5.6721], [-6.4872, 6.2043, 7.1731], [-7.6378, 5.8135, 4.2348], [-4.9224, 4.3905, 5.0848], [-7.2018, 4.1524, 6.0082], [-5.1989, -10.2654, 7.8911], [-3.9191, -9.1049, 7.0535], [-4.3476, -11.5007, 9.0921], [-6.5861, -9.2645, 8.7676], [-5.6672, -10.8457, 7.1096], [6.1199, -0.6254, 2.6621], [6.0539, 0.8533, 3.8816], [5.2497, -0.2036, 0.9984], [7.9148, -1.2455, 2.3805], [5.5601, -1.4347, 3.1082], [-3.7511, -14.6558, 11.2690], [-1.9614, -14.1571, 10.7665], [-4.0836, -16.5168, 10.9316], [-4.1265, -14.1853, 13.0924], [-4.4312, -14.0925, 10.6462], [-12.1658, 3.3895, 6.4397], [-11.2402, 4.9197, 5.7301], [-13.1547, 2.4695, 5.0742], [-10.9379, 2.2140, 7.3325], [-12.8747, 3.7437, 7.1737], [0.2585, 6.9434, -3.5613], [0.4351, 8.0666, -2.0208], [1.9047, 6.8499, -4.5563], [-0.3849, 5.1911, -3.0848], [-0.4816, 7.3880, -4.2107], [-7.2594, 9.9504, 8.3815], [-8.8878, 9.1859, 7.7110], [-7.2962, 11.8696, 8.3231], [-6.8522, 9.2975, 10.1428], [-6.4620, 9.6238, 7.7293], [-4.3482, 2.1621, -7.6386], [-4.2531, 3.8724, -8.4949], [-3.7025, 0.7592, -8.7901], [-3.4316, 2.1673, -5.9427], [-5.3883, 1.9517, -7.4351]], "max_force_ev_per_a": 1.10, "homo_lumo_gap_ha": 0.2930, "multiplicity": 1, "e_lumo_ha": -0.1102, "total_charge": 1}